{
  "formula": "C21H24MnN2OP2",
  "method": "ωB97M-V with the def2-TZVPD basis set",
  "s2": 6.0848,
  "e_tot_ha": -2832.80721,
  "lumo_energy_ev": [-3.701, -5.066],
  "orbital_gap_ev": [7.2, 5.8],
  "max_force_ha_per_bohr": 0.1856,
  "charge": 1,
  "homo_energy_ha": [-0.399, -0.400],
  "multiplicity": 5,
  "elements": ["C", "C", "C", "C", "C", "C", "C", "C", "C", "C", "C", "C", "C", "H", "H", "H", "H", "H", "H", "H", "N", "Mn", "C", "H", "H", "C", "H", "H", "P", "P", "C", "H", "H", "H", "C", "H", "H", "H", "C", "H", "H", "H", "C", "H", "H", "H", "C", "O", "H", "N", "C"],
  "positions_angstrom": [[1.67901, -3.64133, 0.00808], [0.76340, -2.63707, -0.26411], [0.01899, -2.06523, 0.82943], [0.27274, -2.50689, 2.18623], [1.22468, -3.55196, 2.40642], [1.90025, -4.10768, 1.33880], [-0.42997, -1.85931, 3.21852], [-1.31888, -0.80857, 2.92680], [-1.50833, -0.46601, 1.53157], [-2.38080, 0.62186, 1.16818], [-3.03029, 1.31767, 2.17575], [-2.85947, 0.97099, 3.54962], [-2.02594, -0.06409, 3.92294], [2.25551, -4.08284, -0.81268], [1.41482, -3.89155, 3.43034], [2.63014, -4.90637, 1.50752], [-0.26932, -2.16302, 4.25956], [-3.68854, 2.15438, 1.91560], [-3.39492, 1.54517, 4.31290], [-1.88429, -0.31936, 4.97881], [-0.87314, -1.10584, 0.53713], [1.28880, 1.46949, -0.51733], [0.56836, -2.04853, -1.63113], [-0.48795, -1.77222, -1.77966], [0.88726, -2.75463, -2.41793], [-2.47255, 0.98084, -0.28290], [-2.46660, 0.06558, -0.89691], [-3.38356, 1.56707, -0.49680], [1.56589, -0.46525, -1.87790], [-0.99386, 2.00306, -0.87895], [-1.47296, 3.64917, -0.16612], [-0.78348, 4.41949, -0.54971], [-2.51336, 3.92620, -0.41520], [-1.35454, 3.60386, 0.92916], [-1.53900, 2.23535, -2.64653], [-2.56163, 2.64825, -2.71276], [-0.83975, 2.91899, -3.15738], [-1.51115, 1.26143, -3.16389], [3.28218, -1.15225, -1.83298], [3.39298, -2.03419, -2.48981], [3.98057, -0.35912, -2.14481], [3.51999, -1.42485, -0.79235], [1.32988, -0.24058, -3.70991], [1.93109, 0.62032, -4.04869], [1.63762, -1.13957, -4.27318], [0.26919, -0.02622, -3.91946], [1.54751, 2.78203, 0.78199], [1.75385, 3.53518, 1.65276], [0.99847, 0.53555, 0.69172], [3.36744, 3.83955, -1.35171], [2.56365, 2.92307, -1.02906]],
  "atomic_forces_ev_per_a": [[-0.5, 0.6, -0.2], [0.5, -0.5, 0.5], [-0.1, 0.0, 0.5], [-0.3, 0.3, -0.4], [0.4, -0.3, -0.5], [-0.2, 0.2, 0.6], [0.0, 0.1, -0.3], [0.1, -0.1, -0.6], [0.2, -0.3, 0.4], [-0.1, 0.3, 0.9], [0.4, -0.3, -0.6], [0.4, -0.5, 0.3], [-0.4, 0.5, -0.1], [-0.2, 0.1, 0.3], [-0.1, 0.1, -0.4], [-0.3, 0.3, -0.1], [-0.1, 0.1, -0.4], [0.2, -0.3, 0.1], [0.2, -0.3, -0.3], [-0.1, 0.1, -0.4], [0.2, 0.1, 0.4], [0.3, -1.1, -1.3], [-0.1, 0.4, 0.1], [0.4, -0.2, 0.0], [-0.1, 0.4, 0.2], [0.4, -0.1, -0.2], [-0.1, 0.3, 0.2], [0.5, -0.1, 0.0], [0.6, -2.1, -1.3], [-3.2, 1.0, -0.8], [0.5, 0.0, 0.1], [-0.3, -0.2, 0.1], [0.5, -0.3, 0.0], [-0.1, 0.1, -0.4], [0.5, -0.1, 0.0], [0.5, -0.2, 0.2], [-0.3, -0.3, 0.2], [-0.1, 0.4, 0.2], [0.0, 0.5, 0.3], [-0.2, 0.5, 0.3], [-0.2, -0.3, 0.1], [0.0, 0.0, -0.4], [-0.1, 0.5, 0.3], [-0.2, -0.3, 0.1], [-0.1, 0.3, 0.4], [0.4, -0.1, 0.0], [1.0, 3.5, 6.2], [-1.0, -2.8, -3.6], [0.2, 0.0, 0.4], [-5.7, -6.5, 2.3], [6.0, 6.6, -3.5]],
  "mulliken_spin": [0.012, -0.002, -0.014, -0.007, 0.000, -0.001, 0.004, -0.004, 0.001, 0.001, 0.007, -0.001, 0.000, 0.000, 0.000, 0.000, 0.000, 0.000, 0.000, 0.000, 0.020, 4.124, -0.001, -0.002, -0.002, 0.006, 0.001, 0.002, 0.001, 0.040, 0.016, 0.000, 0.001, -0.001, 0.010, 0.002, -0.002, 0.006, -0.007, 0.001, 0.002, -0.010, 0.003, -0.002, 0.000, 0.004, -0.144, 0.052, -0.136, 0.239, -0.219]
}